{
  "formula": "C12H25F3GdNO5P2S",
  "method": "ωB97M-V with the def2-TZVPD basis set",
  "elements": ["C", "C", "N", "C", "C", "C", "C", "P", "Gd", "P", "C", "O", "O", "H", "H", "H", "C", "C", "H", "H", "H", "H", "C", "C", "H", "H", "H", "H", "H", "H", "H", "H", "H", "H", "H", "H", "H", "H", "H", "H", "H", "H", "F", "C", "F", "F", "S", "O", "O", "O"],
  "xyz": [[-1.7115, -2.2429, -2.9352], [-0.8907, -1.7521, -1.9064], [-1.2673, -0.6682, -1.1914], [-2.4134, -0.0198, -1.4785], [-3.2415, -0.4467, -2.5255], [-2.8938, -1.5805, -3.2590], [0.4541, -2.4377, -1.6038], [0.9975, -2.2017, 0.1372], [0.3078, 0.2944, 0.6415], [-1.4377, 2.1553, 0.0735], [-2.8411, 1.1895, -0.6088], [2.8866, -1.4022, -3.0216], [3.5455, 0.5298, -1.2674], [-1.3854, -3.1365, -3.4504], [-4.1388, 0.1254, -2.7191], [-3.5339, -1.9384, -4.0655], [0.1923, -3.3781, 1.2393], [2.7802, -2.4148, 0.2541], [-3.4639, 1.9087, -1.1686], [-3.3957, 0.8117, 0.2756], [1.2803, -2.0296, -2.2653], [0.3713, -3.5327, -1.7347], [-1.9406, 2.9358, 1.6124], [-0.8893, 3.3993, -1.0935], [2.5457, 0.7622, -1.1841], [3.9338, 0.7114, -0.3936], [3.3434, -0.7370, -2.4472], [2.6794, -0.9162, -3.8380], [-1.1090, -0.5577, 1.5885], [1.1959, 0.8125, -1.0736], [0.5142, -4.3960, 1.0013], [0.4517, -3.1209, 2.2759], [-0.8953, -3.2738, 1.1592], [3.0461, -3.4289, -0.0502], [3.2949, -1.6826, -0.3773], [3.0972, -2.2298, 1.2880], [-1.6789, 4.1386, -1.2451], [0.0190, 3.8724, -0.6960], [-0.6012, 2.9070, -2.0288], [-2.7106, 3.6818, 1.4041], [-2.2915, 2.1823, 2.3245], [-1.0792, 3.4078, 2.0988], [1.6010, 2.2225, 5.7646], [1.2667, 2.4618, 4.4831], [0.1651, 3.2569, 4.4476], [2.2706, 3.1149, 3.8631], [0.9312, 0.8476, 3.6086], [1.6044, -0.2124, 4.3042], [-0.5226, 0.8210, 3.5228], [1.5574, 1.1863, 2.2606]],
  "forces_ev_per_angstrom": [[0.184, 0.240, 0.355], [-0.334, 0.043, -0.018], [0.018, 0.015, -0.336], [-0.090, -0.054, -0.270], [0.362, 0.108, 0.390], [0.259, 0.115, 0.303], [-0.069, -0.387, 0.044], [-0.098, 0.344, -0.361], [1.001, 0.291, 1.421], [0.043, -0.433, -0.052], [-0.094, 0.060, -0.198], [0.398, 0.566, -0.481], [-0.114, 0.354, 0.616], [-0.128, 0.036, -0.140], [-0.061, -0.141, -0.149], [0.182, 0.084, 0.217], [0.041, -0.509, -0.019], [0.381, -0.615, -0.179], [-0.173, -0.656, 0.050], [0.200, 0.213, -0.481], [-0.848, -0.406, 0.708], [-0.083, 0.417, -0.494], [-0.566, 0.512, 0.093], [-0.282, 0.477, -0.245], [0.508, -0.190, -0.097], [-0.136, -0.048, -0.535], [-0.326, -0.321, -0.242], [0.168, -0.253, 0.436], [-1.124, -0.680, -0.010], [0.271, 0.338, -1.217], [-0.197, -0.086, 0.223], [0.049, -0.097, -0.296], [0.224, -0.039, -0.112], [0.371, 0.033, 0.083], [-0.249, -0.214, 0.014], [-0.167, -0.173, -0.137], [0.209, 0.200, -0.275], [-0.312, -0.057, -0.035], [-0.175, 0.096, 0.150], [-0.064, 0.091, 0.369], [-0.050, 0.046, -0.260], [-0.106, 0.004, -0.286], [-0.222, 0.447, -0.724], [0.155, 0.185, 0.184], [0.939, -0.547, 0.136], [-0.527, -0.197, 0.711], [-0.225, 0.824, -0.604], [-0.163, 0.473, -0.236], [1.166, -0.110, 0.058], [-0.144, -0.399, 1.930]],
  "max_force_ev_per_a": 1.976,
  "e_lumo_ev": [0.31, -0.14],
  "spin_multiplicity": 8,
  "gap_ev": [8.018, 7.029],
  "total_charge": 0,
  "e_tot_ev": -82975.1500
}